Record 1
Molecular formula: C4H34NO12
Method: DFT, ωB97M-V/def2-TZVPD

Its relative energy (zero: lowest compared OMol25 entry of this formula, charge and spin) is 2.376 eV. The HOMO-LUMO gap (alpha / beta) is 2.263 / 9.847 eV. The LUMO energy (alpha / beta) comes out at 0.0098 / 0.0086 Eh. The highest occupied orbital energy (alpha / beta) is -2.00 / -9.61 eV.

Geometry as ORCA input:
```
! RIJCOSX wB97M-V def2-TZVPD def2/J DEFGRID3
* xyz 0 2
O -1.3999 -0.3008 -0.6700
O -1.3487 2.5262 -0.0779
O 1.2958 1.8056 0.3514
O -2.4758 2.8032 -2.4491
O 1.4596 1.8647 -2.2770
O -2.4398 0.9557 3.1011
O 2.5664 -0.1760 -3.3340
O -3.0989 -1.2861 1.5665
O -4.2063 0.2161 -0.3988
O 3.1889 -0.6533 -0.2098
O -3.7315 2.0917 1.2725
O 4.5817 0.7698 1.6501
N -0.0777 -0.5180 1.7561
C 1.5640 -3.6398 0.3324
C 0.9956 -2.3243 0.5444
C 0.3874 -1.8685 1.7232
C 2.0334 -3.6850 -1.1018
H -2.3090 1.7395 3.5374
H 0.3083 -2.3620 2.6091
H 3.8890 -0.6678 0.4503
H -0.7380 -0.3730 0.9851
H -4.1286 1.0239 0.1572
H 1.7998 1.0217 -2.6826
H 3.0104 -3.0974 -1.2593
H -3.0050 2.5495 0.6890
H -2.3062 -0.1274 -0.5546
H 1.1903 2.7585 0.6314
H -0.5926 2.0386 -0.0487
H -0.8309 -0.4657 2.6375
H 1.5749 2.6778 -2.8391
H -2.6755 3.7843 -2.5721
H -1.5980 2.8021 -1.1199
H 2.8688 -0.7408 -2.5718
H -4.9640 -0.2275 -0.1763
H 1.2949 -1.5884 -0.3267
H -4.1618 2.8450 1.7218
H -2.8383 1.0572 2.2772
H 3.1713 -0.1751 -3.9387
H -3.2019 2.1826 -2.5103
H 5.2677 0.1965 1.3371
H 1.4323 1.8823 -0.7077
H 0.7829 -4.3694 0.5992
H -0.9954 -0.4446 -1.6502
H 5.0158 1.6137 1.9502
H 0.6959 0.1563 1.7157
H -3.6423 -0.9041 1.0314
H 2.2763 -4.7502 -1.3052
H -2.4680 -1.6613 1.0500
H 1.3973 -3.3083 -1.9326
H 2.7195 0.0831 -0.0141
H 2.4661 -3.7306 1.0510
*
```

---

Record 2
Molecular formula: C4H35N2O12
Method: DFT, ωB97M-V/def2-TZVPD

Its relative energy (zero: lowest compared OMol25 entry of this formula, charge and spin) is 1.965 eV. The HOMO-LUMO gap is 9.667 eV. The LUMO energy comes out at -0.0870 Eh. The highest occupied orbital energy is -12.03 eV.

Geometry as ORCA input:
```
! RIJCOSX wB97M-V def2-TZVPD def2/J DEFGRID3
* xyz 1 1
O 0.7582 3.6160 0.4362
O 0.9015 -1.2212 -3.6116
O 0.9102 -3.1889 -1.7989
O 4.0140 -1.6589 1.0176
O 1.3479 -3.2889 2.4245
O -3.1368 0.7875 -1.6242
O -1.5593 3.2702 2.1249
O 2.9210 -0.1465 3.0038
O -2.5207 3.1197 -0.4098
O 0.1944 0.3591 3.8948
O -1.2250 0.7384 -3.4864
O 0.1589 2.7633 -2.3464
N 1.4481 0.4292 -1.1910
N -0.6639 -3.1273 0.5133
C 0.1464 0.1540 -0.7313
C -1.8402 -2.1689 0.2022
C -0.1387 -0.4275 0.4459
C -1.5652 -0.8194 0.8234
H 3.2185 -1.2577 0.6548
H 0.8493 -2.6249 -2.6076
H 0.6525 -0.5505 1.1804
H -1.6432 -0.7454 1.9169
H -0.6223 3.1583 2.1745
H 3.5575 0.1562 3.6357
H -0.0159 -3.3426 -0.2626
H -1.6340 -2.0074 -0.8719
H 1.7708 -2.9529 -1.4222
H 0.9298 -0.9894 -4.5383
H 2.1392 0.1518 -0.5026
H 2.1690 -3.7920 2.4175
H -3.0534 1.6612 -1.1682
H 1.4254 4.1263 -0.0608
H 1.2542 -0.4585 -3.1051
H -2.2666 2.9664 0.5208
H 4.1392 -0.9759 1.7048
H -0.0476 -2.8285 1.3031
H -0.2943 3.5671 -2.6300
H -1.9388 0.8527 -2.8023
H -0.9767 -4.0497 0.8194
H 1.2584 -2.7356 3.2132
H -0.2246 2.1594 -3.0251
H -1.9408 4.0653 1.7320
H -1.7046 3.1555 -0.9480
H -0.5476 0.2466 -1.5751
H 1.6309 1.3998 -1.4192
H -2.7347 -2.7606 0.3631
H 0.5861 2.8631 -0.1440
H -2.2515 -0.0006 0.5553
H -1.2855 -0.1726 -3.7950
H 2.0177 0.1684 3.1402
H -0.3033 0.6095 4.6738
H -0.2555 0.8726 3.2075
H -4.0085 0.8745 -2.0216
*
```

---

Record 3
Molecular formula: C4H35N3O11
Method: DFT, ωB97M-V/def2-TZVPD

Its relative energy (zero: lowest compared OMol25 entry of this formula, charge and spin) is 3.290 eV. The HOMO-LUMO gap is 10.878 eV. The LUMO energy comes out at -0.1812 Eh. The highest occupied orbital energy is -15.81 eV.

Geometry as ORCA input:
```
! RIJCOSX wB97M-V def2-TZVPD def2/J DEFGRID3
* xyz 2 1
O -0.9936 0.7199 -3.8092
O -0.6000 4.0435 -1.2016
O -3.4019 3.0423 0.4906
O -0.0472 -3.6641 -1.4101
O 2.3840 -3.8727 -0.7752
O 1.1342 -1.9173 4.1057
O -3.3323 -1.2122 -3.7928
O -1.8159 0.3635 4.8659
O 2.9506 2.4247 1.0242
O 3.7740 -1.4253 -0.9688
O 2.4538 2.7249 -1.5296
N 0.5559 0.4823 1.3811
N 0.4372 1.5271 3.4703
N -1.1958 -1.5754 -2.4430
C 0.1834 -0.5945 0.4879
C -1.7722 -1.5276 -1.0572
C 0.1169 0.4518 2.7030
C -1.2040 -0.2935 -0.2053
H -4.2367 -0.9113 -3.6203
H -0.3132 -0.8796 -2.7502
H -2.8379 -1.3908 -1.2359
H -3.7979 3.7367 0.0029
H 3.8384 -1.3944 -1.9683
H 1.7607 3.2981 -1.6306
H -0.4952 4.7444 -0.7364
H 0.6752 -3.3367 -0.7995
H -2.0208 -0.0113 0.5285
H 1.1022 -0.8027 -0.0127
H 3.8332 -0.4619 -0.9438
H 2.8453 2.8132 0.1835
H 0.5320 -2.2904 4.6659
H 3.8475 2.3666 1.3991
H -4.1657 2.5911 1.0242
H -0.8781 0.6149 -0.7302
H -1.4882 -2.3721 -0.4838
H -1.7736 -0.5565 5.0325
H -0.3491 -0.4851 3.1275
H 0.0640 1.7545 4.2968
H -1.9639 -1.1055 -3.0003
H -0.9157 -2.4816 -2.7211
H 1.3581 1.1399 1.0992
H 0.0646 -1.5918 1.0135
H -1.4624 3.5390 -1.2388
H -3.3563 -2.1384 -4.0586
H 1.9587 -2.1068 4.4936
H 3.2110 3.1433 -1.9038
H -1.6100 1.0073 -4.4295
H -2.7614 0.6298 4.7569
H -0.1915 1.0754 -4.0709
H 1.1623 2.2131 3.0132
H 2.8585 -3.2124 -1.2672
H 2.8344 -3.6189 0.0493
H 0.1018 -4.5924 -1.5064
*
```

---

Record 4
Molecular formula: C4H35NO12
Method: DFT, ωB97M-V/def2-TZVPD

The HOMO-LUMO gap (alpha / beta) is 2.209 / 9.322 eV. The LUMO energy (alpha / beta) comes out at 0.0853 / 0.0825 Eh. The highest occupied orbital energy (alpha / beta) is 0.11 / -7.08 eV.

Geometry as ORCA input:
```
! RIJCOSX wB97M-V def2-TZVPD def2/J DEFGRID3
* xyz -1 2
O 0.6700 1.9938 -3.5274
O 2.7059 -2.4034 -2.4713
O 1.3457 1.3576 4.2369
O 0.0229 3.4363 0.1482
O -1.1431 -1.0135 3.4743
O 3.3999 -0.5413 0.8372
O -3.5860 1.2046 1.5345
O 2.3935 -3.2152 1.7860
O -0.4279 -3.0349 1.7564
O 2.0299 3.9431 -1.4896
O -0.3006 -3.9210 -2.8812
O -3.0148 3.0002 -0.5690
N -2.2496 -0.9660 0.5387
C 0.8204 0.6437 -0.6668
C -1.7190 -0.6713 -2.0041
C -1.2552 -0.5994 -0.4867
C -0.5518 0.7138 -0.0806
H 2.0961 -2.4769 -3.2293
H -2.0357 3.1480 -0.3837
H -2.7694 -1.1659 -2.1226
H -1.9515 -0.7865 3.9498
H -0.7121 -2.5370 1.0364
H -0.4516 0.7293 1.0620
H 0.7109 0.7940 -1.6899
H -1.0953 1.4530 -0.4002
H -2.6515 -1.8709 0.3229
H 3.9500 -1.0461 0.1460
H -1.1287 -1.4109 -2.6932
H -2.9078 2.5701 -1.4993
H -4.1365 1.5176 0.8184
H 1.6288 1.2014 -0.1698
H 1.3681 1.5716 3.3371
H -0.5332 -3.0626 -2.3656
H -1.5692 -0.9982 2.5641
H 0.6389 -4.0257 -2.7019
H -0.6755 -2.5430 2.5357
H 0.2379 1.1928 -3.5750
H 1.9940 3.6055 -2.4495
H -2.8587 1.6782 1.8344
H 2.8730 3.5417 -1.2223
H -3.0141 -0.2121 0.8295
H -0.4317 4.2446 -0.0774
H 1.2547 -0.4400 -0.4409
H -1.7464 0.2141 -2.6330
H 0.9240 3.5334 0.2037
H 3.4689 -1.9847 -2.7404
H 1.3621 -3.1527 1.5701
H 0.4378 1.0372 4.4884
H 1.5147 1.9277 -3.0465
H 2.9295 -1.3235 1.1071
H -0.3160 -1.4017 -0.5013
H 2.4971 -3.9809 1.1702
*
```